A:
Formula: C5H13NO2
Source: OMol25
Level of theory: the ωB97M-V functional and the def2-TZVPD basis

```
21
C5H13NO2, DFT the ωB97M-V functional and the def2-TZVPD basis
O 1.3672 1.5606 0.3954
O -1.4002 1.5836 0.2472
N -0.1777 -0.7300 1.3546
C -0.1239 -0.4585 -0.0478
C -2.6390 -0.4985 -0.2681
C -1.2673 0.4074 -0.4906
C 2.5014 -0.4345 -0.4007
C 1.2561 0.4375 -0.4663
H -2.7544 -1.1496 -1.1295
H 2.4486 -1.2197 -1.1514
H 0.6090 -1.2584 1.7056
H 1.1437 0.8556 -1.4704
H 2.6038 -0.8985 0.5817
H -0.5287 2.0142 0.2910
H -1.2049 0.6176 -1.5669
H -2.6261 -1.0803 0.6484
H -0.0786 -1.3847 -0.6247
H 3.3945 0.1633 -0.5860
H 1.4851 1.2264 1.2949
H -0.5274 0.0624 1.8814
H -3.4813 0.1841 -0.1978
```

Results
E_LUMO, eV: 0.844
Multiplicity: 1
HOMO, eV: -8.84

B:
Formula: C5H13NO2
Source: OMol25
Level of theory: the ωB97M-V functional and the def2-TZVPD basis

```
21
C5H13NO2, DFT the ωB97M-V functional and the def2-TZVPD basis
O -0.9309 1.4720 1.2941
O 0.9041 -1.9552 -1.0999
N 1.3327 0.2857 2.0968
C -0.9385 -0.4596 -1.1886
C -0.6107 1.9845 -1.4118
C 1.2946 -0.9664 1.4304
C -0.3997 -1.8350 -0.9217
C -0.2346 0.5470 -1.7215
H 0.7224 0.2311 -2.0842
H 0.3579 -1.5873 1.5252
H -1.6661 1.3980 1.8805
H 1.1727 -0.9634 0.3974
H -0.1735 2.6472 -2.1939
H -1.8350 -0.1160 -0.6504
H -1.7298 1.8689 -1.2845
H 0.3411 0.7751 2.0277
H 2.1495 0.8207 1.9438
H -0.2869 2.2526 -0.3786
H 2.1022 -1.6606 1.6254
H -0.6471 -2.0666 0.1760
H -0.9244 -2.6725 -1.4620
```

Results
E_LUMO, eV: -4.046
Multiplicity: 1
HOMO, eV: -8.52

Decreasing stability: A, B

A:
Formula: C5H13NO2
Source: OMol25
Level of theory: the ωB97M-V functional and the def2-TZVPD basis

```
21
C5H13NO2, DFT the ωB97M-V functional and the def2-TZVPD basis
O -0.2776 -1.8972 2.5705
O -0.6236 1.6208 1.7842
N -0.2429 0.2902 0.0155
C 1.3513 2.0485 0.5977
C 0.1510 1.2451 0.9070
C 0.5843 -0.0767 -1.1740
C 0.1613 -1.4339 -1.7899
C -1.6714 -0.0774 0.1597
H 0.8412 -1.6728 -2.6309
H 0.0875 -2.4008 -1.2779
H 1.2716 2.7148 -0.3433
H -1.9843 -0.1261 1.2283
H -2.3112 0.6151 -0.4419
H -1.8205 -1.0663 -0.3084
H 0.5054 0.6955 -1.9348
H 2.2513 1.4217 0.2463
H -0.2782 -1.9687 1.4731
H -0.7783 -1.2394 -2.3077
H 1.7113 2.5275 1.5744
H 1.6288 -0.2435 -0.9776
H -0.5571 -0.9766 2.6298
```

Results
E_LUMO, eV: 0.580
Multiplicity: 1
HOMO, eV: -9.53

B:
Formula: C5H13NO2
Source: OMol25
Level of theory: the ωB97M-V functional and the def2-TZVPD basis

```
21
C5H13NO2, DFT the ωB97M-V functional and the def2-TZVPD basis
O 0.5122 2.4893 0.0905
O -0.0948 3.8688 2.9955
N 1.0116 -0.3865 -1.1362
C -0.0038 -1.1335 -0.5460
C 0.2214 -1.4456 0.8869
C -1.1033 -1.5621 -1.1704
C -1.4723 -1.2195 -2.5797
C 0.7372 -2.5876 1.3109
H -1.8172 -2.0907 -0.5693
H 1.0776 -3.3603 0.6128
H -0.0434 4.8078 2.7878
H 1.0190 -0.2184 -2.1251
H -1.6013 -2.1152 -3.2010
H -2.4491 -0.7184 -2.6020
H -0.0664 3.4076 2.1412
H 0.8436 -2.8329 2.3618
H -0.7863 -0.6026 -3.1541
H 0.2999 1.5964 -0.1998
H 0.7274 3.0576 -0.6547
H 1.9503 -0.4850 -0.7943
H -0.1297 -0.7413 1.6327
```

Results
E_LUMO, eV: 0.674
Multiplicity: 1
HOMO, eV: -8.29

Decreasing stability: A, B

A:
Formula: C5H13NO2
Source: OMol25
Level of theory: the ωB97M-V functional and the def2-TZVPD basis

```
21
C5H13NO2, DFT the ωB97M-V functional and the def2-TZVPD basis
O 0.1403 0.3907 1.2512
O -0.7535 1.4238 2.1797
N -1.1561 1.3406 -0.6200
C 0.4150 -1.6281 1.0506
C 0.0640 0.7033 -0.2089
C 0.2524 -0.6937 -0.6822
C -0.8306 -1.4550 -1.3938
C 1.2424 1.6408 -0.4666
H 1.2335 -0.8647 -1.1203
H 1.3268 1.8564 -1.5337
H 0.3230 -1.5396 2.1311
H -1.9386 0.8216 -0.2305
H -1.2024 2.2645 -0.1995
H 2.1784 1.1885 -0.1341
H -0.8926 -1.1524 -2.4456
H -1.8102 -1.3139 -0.9346
H 1.4175 -1.9829 0.8228
H -0.6183 -2.5299 -1.3801
H -0.1450 1.3511 2.9318
H 1.1027 2.5638 0.1012
H -0.3487 -2.3848 0.8816
```

Results
E_LUMO, eV: 0.603
Multiplicity: 1
HOMO, eV: -8.70

B:
Formula: C5H13NO2
Source: OMol25
Level of theory: the ωB97M-V functional and the def2-TZVPD basis

```
21
C5H13NO2, DFT the ωB97M-V functional and the def2-TZVPD basis
O 2.7274 -1.3793 1.3642
O -0.6845 0.2950 2.8271
N -0.6180 0.1718 -0.7682
C 1.1933 0.4350 -2.4277
C -2.6134 -0.0714 0.5784
C 0.8102 0.1784 -0.9580
C -0.5398 0.6132 1.6730
C -1.0994 -0.2160 0.5418
H -2.9112 -0.0253 1.6337
H -0.8169 -1.2547 0.7505
H -2.9987 0.8765 0.1840
H 1.3156 0.9835 -0.4047
H -0.0595 1.5894 1.4699
H -3.2084 -0.8552 0.1272
H 2.3752 -0.9761 2.1736
H 1.2509 -0.8021 -0.7672
H -0.9629 1.0810 -1.0362
H 3.0550 -2.2447 1.5080
H 2.2584 0.3624 -2.6338
H 0.6438 -0.2112 -3.1180
H 0.8830 1.4498 -2.7175
```

Results
E_LUMO, eV: 0.766
Multiplicity: 1
HOMO, eV: -8.79

Decreasing stability: B, A

A:
Formula: C5H13NO2
Source: OMol25
Level of theory: the ωB97M-V functional and the def2-TZVPD basis

```
21
C5H13NO2, DFT the ωB97M-V functional and the def2-TZVPD basis
O 0.9122 1.2214 1.2061
O 3.5941 0.7320 -0.1274
N -0.9911 0.6520 0.1195
C -1.9440 -0.3352 -0.3420
C -1.5865 1.9273 0.5892
C 0.7335 -1.0390 0.3002
C 0.8952 -1.6016 -1.1001
C 0.2883 0.3014 0.6059
H 1.4562 -1.4596 1.0077
H 0.0871 -2.3384 -1.2856
H -2.6388 1.7782 0.8366
H 0.7607 -0.9334 -1.9991
H -1.0329 2.2840 1.4699
H -2.6222 0.0030 -1.1710
H 3.6796 1.6711 0.0749
H -0.6140 -2.2350 1.1880
H -1.3331 -1.0868 -0.8332
H -2.7239 -0.6383 0.4362
H 1.8553 -2.1580 -1.1143
H -1.5418 2.7475 -0.1621
H 2.7661 0.5072 0.3005
```

Results
E_LUMO, eV: -0.959
Multiplicity: 1
HOMO, eV: -9.43

B:
Formula: C5H13NO2
Source: OMol25
Level of theory: the ωB97M-V functional and the def2-TZVPD basis

```
21
C5H13NO2, DFT the ωB97M-V functional and the def2-TZVPD basis
O 2.3787 -1.1145 0.8740
O 1.0400 1.5024 2.0306
N -1.0542 1.1936 -0.1416
C -2.5297 -1.0598 0.8736
C 0.1918 -0.3679 -1.4837
C -0.8072 -0.0981 -0.6290
C -1.6603 -1.1778 -0.1239
C 1.1537 0.6728 -1.9896
H -1.5139 -2.1415 -0.5909
H 0.6926 1.3009 -2.7507
H -3.0989 -1.9250 1.1774
H 2.0152 0.1981 -2.4505
H -2.6734 -0.1347 1.4162
H 3.2342 -0.8161 0.5541
H 0.2800 -1.3843 -1.8569
H 1.7357 -0.9305 0.1630
H 1.4880 1.3474 -1.1935
H -0.6924 1.9240 -0.7380
H 1.5661 0.6829 2.0133
H 0.3111 1.3042 1.4269
H -2.0318 1.3707 0.0231
```

Results
E_LUMO, eV: 0.711
Multiplicity: 1
HOMO, eV: -8.63

Decreasing stability: B, A

A:
Formula: C5H13NO2
Source: OMol25
Level of theory: the ωB97M-V functional and the def2-TZVPD basis

```
21
C5H13NO2, DFT the ωB97M-V functional and the def2-TZVPD basis
O -0.2856 1.7404 -0.8337
O -3.0370 1.7782 0.3133
N 0.9977 0.3187 1.1806
C -1.9423 1.1293 0.9210
C 0.0567 -0.3595 0.3450
C 1.9457 -1.9113 -0.6652
C -0.9062 0.6110 -0.2764
C 0.7198 -1.0824 -1.0132
H 2.7640 -1.2770 -0.3267
H 0.0846 2.2413 -0.0934
H 0.9755 -0.3652 -1.7956
H -0.0644 -1.7232 -1.4183
H 1.7108 -2.6266 0.1229
H -0.4834 -1.1212 0.9099
H -2.6827 2.3151 -0.4089
H -1.5377 0.1552 -1.0401
H 2.2973 -2.4659 -1.5350
H -1.4065 1.8163 1.5941
H -2.3431 0.3147 1.5260
H 1.7029 0.8049 0.6375
H 1.4338 -0.2928 1.8561
```

Results
E_LUMO, eV: 0.851
Multiplicity: 1
HOMO, eV: -8.85

B:
Formula: C5H13NO2
Source: OMol25
Level of theory: the ωB97M-V functional and the def2-TZVPD basis

```
21
C5H13NO2, DFT the ωB97M-V functional and the def2-TZVPD basis
O 1.7840 -3.1350 -0.5093
O -1.4802 -1.0958 0.4703
N 0.5195 -0.1479 0.5120
C 1.5819 0.8213 0.2506
C -1.4177 1.3203 0.6689
C 1.8471 1.0260 -1.2375
C -2.4412 1.6229 -0.4273
C -0.8251 -0.0719 0.5548
H -0.6970 2.0968 0.8463
H 1.2995 1.7246 0.7845
H 2.0002 2.0936 -1.4386
H 0.8898 -2.8258 -0.3029
H -2.6098 0.7309 -1.0302
H -3.4163 2.0303 -0.1155
H 2.4751 0.3841 0.6712
H 1.0681 0.6675 -1.9075
H 0.7847 -1.1063 0.4266
H 2.7608 0.5345 -1.5928
H 2.2905 -2.9547 0.2994
H -2.0059 1.1918 1.5867
H -2.1099 2.4075 -1.1191
```

Results
E_LUMO, eV: 0.709
Multiplicity: 1
HOMO, eV: -9.66

Decreasing stability: B, A